1.
Below is a molecular structure, C25H16Cl2NO9PS2Zr, with properties calculated with wB97M-V/def2-TZVPD.

Geometry as XYZ:
```
57
Properties=species:S:1:pos:R:3:forces:R:3
Zr 0.601 -0.341 0.381 0.7096 0.2349 0.0722
O 1.750 0.654 -3.831 0.0331 0.0095 -0.1087
C 1.333 0.620 -2.583 0.0283 -0.0782 0.2116
O 1.820 -0.088 -1.723 0.0783 -0.0447 -0.0751
C 0.226 1.548 -2.240 0.0501 -0.0227 -0.0277
C -0.312 2.502 -3.076 -0.0062 -0.0008 -0.0356
C -1.296 3.343 -2.559 0.0195 -0.0442 0.0509
C -1.678 3.205 -1.237 0.0727 0.0801 -0.0551
C -1.078 2.214 -0.477 -0.0949 -0.3438 0.0953
N -0.166 1.391 -0.975 -0.1569 0.4064 -0.3511
C -1.424 1.916 0.969 -0.0821 0.2125 -0.1122
O -2.149 2.652 1.591 -0.0310 -0.0684 0.0158
O -0.858 0.825 1.385 0.0622 -0.2996 0.0338
H 2.469 0.009 -3.947 -0.0641 0.0409 0.0590
H 0.033 2.580 -4.096 -0.0115 0.0164 -0.0016
H -1.749 4.098 -3.188 0.0012 0.0021 -0.0012
H -2.424 3.834 -0.770 -0.0003 0.0031 -0.0036
O 1.159 -5.446 -3.220 -0.0170 0.0372 0.0159
C 1.017 -4.504 -2.496 0.0317 -0.1399 -0.0613
C 1.904 -4.143 -1.292 0.1087 0.0152 0.1160
O 2.873 -4.748 -0.907 -0.0288 0.0136 -0.0191
C 1.314 -2.907 -0.774 -0.1399 0.1045 -0.0494
C 0.217 -2.512 -1.503 0.0954 0.1111 0.0987
O -0.373 -1.388 -1.159 -0.3194 -0.0192 0.0018
C -0.061 -3.416 -2.619 -0.1447 0.1267 -0.0332
O -0.905 -3.334 -3.477 0.0395 -0.0214 0.0099
O 1.685 -2.147 0.228 -0.0238 -0.0359 0.0412
Cl -1.194 -2.179 1.706 0.0713 -0.1814 0.1808
C -2.727 -1.280 1.817 -0.1230 0.1866 -0.0911
Cl -3.290 -0.798 0.217 -0.1804 -0.0788 0.0931
H -2.542 -0.388 2.404 0.0425 -0.0416 -0.0175
H -3.454 -1.938 2.278 0.0188 -0.0541 -0.0629
S 1.620 -0.628 2.852 -0.0677 -0.0695 0.1617
P 3.012 0.724 2.358 -0.1062 -0.1062 -0.0946
S 2.341 1.654 0.693 0.1248 0.0291 -0.0766
C 3.318 1.912 3.679 -0.0095 -0.0725 -0.0356
C 4.040 1.489 4.794 -0.0177 0.0459 0.0044
C 4.244 2.360 5.850 0.0107 -0.0455 -0.0110
C 3.730 3.649 5.793 -0.0151 0.0302 -0.0023
C 3.008 4.068 4.685 -0.0030 0.0204 0.0135
C 2.796 3.199 3.625 0.0277 -0.0449 0.0233
C 4.598 -0.067 2.015 -0.0634 0.1512 0.0157
C 5.755 0.711 2.018 0.0281 -0.0821 -0.0022
C 6.964 0.140 1.658 -0.0309 0.0349 0.0171
C 7.014 -1.199 1.289 0.0070 -0.0176 -0.0046
C 5.860 -1.968 1.279 0.0034 -0.0253 -0.0097
C 4.644 -1.406 1.644 0.0308 0.0202 0.0043
H 4.440 0.483 4.828 0.0110 0.0034 0.0262
H 4.804 2.036 6.717 0.0011 -0.0014 0.0000
H 3.892 4.330 6.619 0.0018 -0.0015 0.0016
H 2.607 5.072 4.647 -0.0031 -0.0010 -0.0029
H 2.229 3.512 2.758 -0.0031 0.0145 -0.0004
H 5.707 1.755 2.305 0.0263 0.0048 -0.0113
H 7.866 0.738 1.665 0.0054 -0.0028 -0.0033
H 7.960 -1.643 1.006 0.0025 -0.0023 0.0021
H 5.897 -3.008 0.985 0.0009 -0.0012 -0.0020
H 3.738 -1.998 1.625 -0.0004 -0.0065 -0.0032
```
Positions in Å, forces in eV/Å.

The multiplicity is 1. The value obtained for the energy above the lowest of the compared OMol25 structures with the same formula, charge and spin is 0.000 eV. The lowest unoccupied orbital energy comes out at -1.43 eV. The HOMO-LUMO gap comes out at 6.80 eV. The total energy comes out at -103394.1603 eV. The value obtained for the largest force on an atom is 0.75 eV Å⁻¹. As for the HOMO energy: -8.24 eV.

---

2.
Below is C2H10Si2 in the gas phase in a non-equilibrium geometry, with properties calculated with wB97M-V/def2-TZVPD.

Geometry as XYZ:
```
14
Properties=species:S:1:pos:R:3:forces:R:3
C 0.391 -2.387 -0.697 1.3057 1.6670 -0.7154
Si -0.889 -0.963 -0.144 0.9362 -2.6566 0.0402
Si 0.301 0.954 0.298 -1.8531 0.6032 3.1302
C 1.097 0.878 2.078 -2.0780 0.0402 -0.6725
H 1.187 -2.609 0.059 -1.1175 -0.2257 -0.2358
H -0.117 -3.264 -1.119 0.1621 0.1001 0.5462
H 1.065 -2.002 -1.537 -1.1056 -0.2581 0.7221
H -1.942 -1.111 -1.190 -0.0120 0.5083 0.3089
H -1.350 -1.514 1.207 -0.1414 0.5312 -0.6290
H 1.341 1.222 -0.489 2.8260 0.3408 -2.6903
H -0.448 2.231 0.254 -0.4329 -0.1067 -0.0786
H 0.888 1.863 2.581 -0.4664 -1.3811 0.0039
H 0.669 -0.090 2.494 0.8855 1.5544 0.3577
H 2.151 0.918 1.972 1.0914 -0.7170 -0.0876
```
Positions in Å, forces in eV/Å.

The multiplicity is 1. The value obtained for the energy above the lowest of the compared OMol25 structures with the same formula, charge and spin is 0.345 eV. As for the SMILES: C[SiH2][SiH2]C. The lowest unoccupied orbital energy comes out at 0.91 eV. The HOMO-LUMO gap comes out at 11.20 eV. The total energy comes out at -17989.9232 eV. The value obtained for the largest force on an atom is 3.92 eV Å⁻¹. As for the HOMO energy: -10.29 eV.

---

3.
Below is 2 unconnected molecules or ions with the total composition C5H12NO2 in a non-equilibrium geometry, with properties calculated with wB97M-V/def2-TZVPD.

Geometry as XYZ:
```
20
Properties=species:S:1:pos:R:3:forces:R:3
C -0.980 2.144 -0.176 0.2276 -0.6228 -0.2204
O -0.421 2.760 -1.225 -0.0172 -0.0292 0.1093
C -0.343 0.664 0.111 -0.3889 1.3425 -0.4933
C -1.421 -0.383 0.245 0.3231 -0.7995 0.3772
C -0.880 -1.775 0.526 -0.1999 0.5244 -0.6536
C -0.045 -2.062 1.503 0.3619 -0.1759 0.7495
N 0.560 0.324 -0.984 0.4187 -0.1553 0.2278
H -2.084 1.923 -0.291 0.1040 0.3258 0.1060
H -0.834 2.699 0.786 -0.3389 -0.0613 0.0936
H 0.241 0.781 1.019 0.1568 -0.3655 0.3095
H -2.141 -0.106 1.010 -0.1640 0.2153 0.1834
H -1.964 -0.460 -0.693 -0.2239 0.3304 -0.2418
H -1.147 -2.493 -0.246 0.2154 -0.3258 0.2517
H 0.221 -1.298 2.238 -0.0114 -0.1544 -0.2326
H 0.458 -3.018 1.620 -0.2484 0.0301 -0.0762
H -0.047 0.200 -1.787 0.0350 -0.0829 -0.2088
H 0.980 1.238 -1.208 -0.1833 -0.0484 -0.1078
H 3.370 -1.282 -0.527 -0.3624 0.1739 0.0222
H 2.003 -1.074 0.174 -0.0459 0.1748 -0.5475
O 2.860 -1.521 0.253 0.3418 -0.2964 0.3519
```
Positions in Å, forces in eV/Å.

The multiplicity is 1. The value obtained for the energy above the lowest of the compared OMol25 structures with the same formula, charge and spin is 3.140 eV. The lowest unoccupied orbital energy comes out at 3.84 eV. The HOMO-LUMO gap comes out at 6.61 eV. The total energy comes out at -10963.8505 eV. The net charge is -1. The value obtained for the largest force on an atom is 1.48 eV Å⁻¹. As for the HOMO energy: -2.78 eV.

---

4.
Below is a molecular structure, C38H50AsN8O8PPbS3, with properties calculated with wB97M-V/def2-TZVPD.

Geometry as XYZ:
```
110
Properties=species:S:1:pos:R:3:forces:R:3
Pb -0.065 0.268 -0.152 0.1002 0.0739 -0.1463
O -1.030 -3.481 1.981 0.0019 0.0048 -0.0072
C -0.658 -2.343 1.752 -0.0033 -0.0027 0.0075
N -1.350 -1.324 1.165 -0.0129 0.0131 -0.0065
C -2.712 -1.316 1.237 -0.0097 -0.0092 0.0122
O -3.436 -2.060 1.874 0.0073 0.0077 -0.0061
C -3.360 -0.132 0.534 0.0129 0.0010 0.0070
C -4.737 0.033 0.626 -0.0081 0.0048 -0.0116
C -5.303 1.169 0.085 0.0082 -0.0037 0.0063
C -4.486 2.097 -0.550 -0.0099 0.0004 -0.0086
C -3.135 1.829 -0.641 0.0149 -0.0042 -0.0290
N -2.588 0.745 -0.092 -0.0109 -0.0103 0.0277
C 0.759 -1.967 2.159 -0.0067 0.0085 0.0109
C 1.564 -2.924 2.762 0.0031 0.0012 0.0048
C 2.833 -2.560 3.172 0.0009 0.0060 -0.0018
C 3.253 -1.252 2.979 0.0037 -0.0025 0.0123
C 2.385 -0.368 2.364 -0.0077 -0.0054 -0.0061
N 1.169 -0.719 1.959 0.0132 0.0140 -0.0243
H -5.310 -0.731 1.129 -0.0016 0.0015 -0.0001
H -6.372 1.333 0.150 0.0006 -0.0013 0.0011
H -4.888 3.002 -0.986 -0.0022 -0.0023 -0.0013
H -2.452 2.491 -1.162 0.0004 0.0019 0.0121
H 1.168 -3.922 2.885 0.0022 -0.0005 -0.0003
H 3.491 -3.286 3.635 0.0001 0.0006 0.0002
H 4.238 -0.920 3.281 -0.0018 -0.0012 -0.0014
H 2.664 0.660 2.176 -0.0041 -0.0092 -0.0030
N -0.558 2.275 -6.162 0.0010 0.0049 0.0048
C 0.499 1.794 -5.363 -0.0004 -0.0032 -0.0210
C 1.350 0.801 -5.839 0.0067 -0.0017 0.0101
C 2.353 0.288 -5.028 -0.0275 -0.0014 0.0068
C 2.523 0.790 -3.750 0.0158 -0.0073 0.0074
C 1.702 1.810 -3.281 -0.0097 0.0178 -0.0022
C 0.699 2.313 -4.085 0.0051 0.0098 0.0065
S 3.676 0.064 -2.618 0.0244 0.0014 -0.0099
O 4.587 -0.769 -3.371 0.0015 0.0040 0.0041
O 4.295 1.177 -1.916 -0.0181 -0.0020 -0.0133
N 2.754 -0.686 -1.554 -0.0440 -0.0376 0.0038
C 1.976 -1.718 -1.951 0.0482 0.0047 0.0169
N 1.051 -2.120 -1.034 -0.0503 -0.0068 0.0489
C 0.269 -3.142 -1.348 -0.0022 -0.0035 0.0130
C 0.370 -3.819 -2.551 -0.0013 -0.0112 0.0058
C 1.297 -3.306 -3.441 0.0112 0.0104 -0.0134
N 2.088 -2.282 -3.173 0.0032 -0.0154 -0.0053
H -0.903 1.559 -6.787 -0.0004 -0.0012 -0.0049
H -1.326 2.597 -5.589 0.0013 -0.0015 -0.0006
H 1.192 0.394 -6.833 -0.0002 0.0010 0.0002
H 2.987 -0.524 -5.358 0.0025 0.0003 -0.0018
H 1.819 2.189 -2.273 0.0154 0.0020 0.0021
H 0.032 3.070 -3.688 0.0018 0.0007 0.0053
H -0.486 -3.419 -0.620 -0.0072 0.0058 -0.0100
H -0.294 -4.633 -2.802 -0.0007 -0.0004 0.0020
H 1.399 -3.731 -4.438 0.0020 0.0008 0.0034
C -3.788 1.741 -4.474 -0.0088 -0.0044 -0.0132
C -4.847 0.922 -3.754 0.0135 0.0166 -0.0027
C -5.909 0.385 -4.704 0.0018 -0.0057 0.0000
O -4.331 -0.127 -2.933 -0.0104 0.0036 0.0082
P -3.122 -1.167 -3.237 -0.0194 -0.0187 -0.0258
S -3.425 -2.701 -2.066 0.0054 -0.0080 0.0053
S -1.350 -0.274 -3.192 0.0003 0.0081 0.0198
O -3.532 -1.471 -4.794 0.0077 0.0075 0.0147
C -2.758 -2.161 -5.783 -0.0117 -0.0189 0.0148
C -1.933 -3.306 -5.225 0.0032 -0.0042 -0.0187
C -1.905 -1.174 -6.567 0.0014 0.0241 -0.0019
H -4.277 2.582 -4.975 0.0034 0.0039 -0.0037
H -3.267 1.135 -5.217 -0.0095 0.0112 0.0120
H -3.043 2.117 -3.772 -0.0022 -0.0031 0.0040
H -5.344 1.577 -3.033 -0.0017 0.0036 0.0034
H -5.456 -0.236 -5.475 -0.0045 0.0020 -0.0008
H -6.437 1.219 -5.176 0.0001 0.0027 0.0026
H -6.628 -0.220 -4.151 0.0005 -0.0028 -0.0012
H -3.518 -2.575 -6.455 -0.0001 0.0027 -0.0069
H -1.171 -2.930 -4.544 0.0006 0.0041 -0.0038
H -1.441 -3.823 -6.055 0.0011 -0.0042 0.0088
H -2.560 -4.008 -4.677 -0.0011 0.0026 0.0022
H -1.131 -0.754 -5.922 -0.0046 -0.0074 0.0012
H -2.528 -0.363 -6.953 0.0003 -0.0121 -0.0056
H -1.434 -1.682 -7.413 0.0078 0.0026 0.0023
O -0.926 2.430 3.395 0.0098 0.0081 -0.0007
C -0.801 3.041 2.349 0.0589 -0.0409 0.0321
C -1.132 4.537 2.216 0.0063 0.0049 -0.0039
C -0.772 4.858 0.775 -0.0116 0.0019 0.0020
C -0.367 3.497 0.207 -0.0478 -0.0135 -0.0045
O -0.114 3.318 -0.983 0.0113 -0.0036 -0.0081
N -0.363 2.534 1.157 -0.0641 -0.0370 0.0642
H -0.558 5.091 2.960 -0.0048 0.0026 0.0029
H -2.189 4.675 2.445 -0.0007 -0.0037 -0.0033
H 0.072 5.544 0.673 0.0016 -0.0013 -0.0005
H -1.595 5.257 0.180 0.0006 0.0033 0.0014
C 2.622 4.649 2.366 0.0029 0.0121 -0.0099
C 3.649 3.523 2.338 0.0226 0.0055 0.0023
As 3.609 2.567 0.592 -0.0142 0.0545 0.0319
C 4.455 3.987 -0.490 0.0237 -0.0331 -0.0016
C 5.835 4.465 -0.061 -0.0078 0.0006 -0.0093
C 5.162 1.360 0.872 -0.0105 -0.0154 -0.0179
C 6.034 1.569 2.104 -0.0120 -0.0068 0.0000
H 2.619 5.174 3.326 -0.0049 -0.0041 0.0021
H 1.621 4.252 2.199 0.0014 -0.0034 -0.0046
H 2.819 5.389 1.586 0.0026 0.0003 0.0055
H 3.408 2.789 3.111 -0.0057 0.0043 -0.0014
H 4.648 3.903 2.562 -0.0025 -0.0042 0.0030
H 3.743 4.817 -0.508 -0.0058 -0.0034 -0.0067
H 4.485 3.569 -1.496 -0.0037 -0.0062 -0.0042
H 5.835 4.866 0.956 -0.0068 0.0014 0.0006
H 6.202 5.257 -0.722 0.0025 -0.0048 -0.0040
H 6.559 3.650 -0.099 0.0016 0.0009 0.0090
H 5.742 1.422 -0.048 0.0072 0.0119 0.0188
H 4.738 0.354 0.867 0.0079 -0.0005 -0.0266
H 6.502 2.555 2.114 0.0018 0.0012 0.0019
H 6.836 0.825 2.135 -0.0021 -0.0010 0.0033
H 5.464 1.472 3.031 0.0006 0.0065 0.0042
```
Positions in Å, forces in eV/Å.

The multiplicity is 1. The value obtained for the energy above the lowest of the compared OMol25 structures with the same formula, charge and spin is 0.000 eV. The lowest unoccupied orbital energy comes out at 4.21 eV. The HOMO-LUMO gap comes out at 6.88 eV. The total energy comes out at -176408.2369 eV. The net charge is -2. The value obtained for the largest force on an atom is 0.19 eV Å⁻¹. As for the HOMO energy: -2.67 eV.

---

Which of these has the lowest lowest unoccupied orbital energy?
C25H16Cl2NO9PS2Zr

---

Copy entry 3 word for word.
Below is 2 unconnected molecules or ions with the total composition C5H12NO2 in a non-equilibrium geometry, with properties calculated with wB97M-V/def2-TZVPD.

Geometry as XYZ:
```
20
Properties=species:S:1:pos:R:3:forces:R:3
C -0.980 2.144 -0.176 0.2276 -0.6228 -0.2204
O -0.421 2.760 -1.225 -0.0172 -0.0292 0.1093
C -0.343 0.664 0.111 -0.3889 1.3425 -0.4933
C -1.421 -0.383 0.245 0.3231 -0.7995 0.3772
C -0.880 -1.775 0.526 -0.1999 0.5244 -0.6536
C -0.045 -2.062 1.503 0.3619 -0.1759 0.7495
N 0.560 0.324 -0.984 0.4187 -0.1553 0.2278
H -2.084 1.923 -0.291 0.1040 0.3258 0.1060
H -0.834 2.699 0.786 -0.3389 -0.0613 0.0936
H 0.241 0.781 1.019 0.1568 -0.3655 0.3095
H -2.141 -0.106 1.010 -0.1640 0.2153 0.1834
H -1.964 -0.460 -0.693 -0.2239 0.3304 -0.2418
H -1.147 -2.493 -0.246 0.2154 -0.3258 0.2517
H 0.221 -1.298 2.238 -0.0114 -0.1544 -0.2326
H 0.458 -3.018 1.620 -0.2484 0.0301 -0.0762
H -0.047 0.200 -1.787 0.0350 -0.0829 -0.2088
H 0.980 1.238 -1.208 -0.1833 -0.0484 -0.1078
H 3.370 -1.282 -0.527 -0.3624 0.1739 0.0222
H 2.003 -1.074 0.174 -0.0459 0.1748 -0.5475
O 2.860 -1.521 0.253 0.3418 -0.2964 0.3519
```
Positions in Å, forces in eV/Å.

The multiplicity is 1. The value obtained for the energy above the lowest of the compared OMol25 structures with the same formula, charge and spin is 3.140 eV. The lowest unoccupied orbital energy comes out at 3.84 eV. The HOMO-LUMO gap comes out at 6.61 eV. The total energy comes out at -10963.8505 eV. The net charge is -1. The value obtained for the largest force on an atom is 1.48 eV Å⁻¹. As for the HOMO energy: -2.78 eV.